A molecular structure, C21H28IrN11O2PS2, computed with ωB97M-V with the def2-TZVPD basis set.

```
66
Properties=species:S:1:pos:R:3:forces:R:3
Ir 1.270 -0.870 -0.904 0.1 0.0 0.2
C -4.577 3.562 0.083 0.0 0.0 0.0
C -3.850 3.201 -1.216 0.0 0.0 0.0
C -2.383 3.522 -1.180 0.0 0.0 0.0
C -1.877 4.714 -1.851 -0.1 0.1 0.0
C -0.587 4.994 -2.076 0.1 0.0 0.1
C 0.493 4.117 -1.526 -0.1 0.0 0.0
C -0.003 2.893 -0.744 0.2 -0.1 0.0
C 0.678 2.691 0.600 -0.1 0.1 0.0
C 0.150 3.685 1.631 0.0 0.0 0.0
C -1.487 2.626 -0.685 0.1 -0.1 -0.1
N -1.681 1.328 -0.481 0.0 0.1 0.2
C -2.330 0.284 -0.234 0.2 0.1 -0.1
C -1.975 -0.939 -0.916 -0.1 -0.1 -0.1
C -2.947 -1.814 -1.396 0.1 -0.1 0.0
C -2.322 -2.615 -2.368 -0.1 0.0 0.1
C -0.996 -2.204 -2.391 0.1 -0.1 -0.1
N -0.766 -1.188 -1.534 0.2 0.2 0.4
H -5.634 3.278 0.049 0.0 0.0 0.0
H -4.515 4.635 0.280 0.0 0.0 0.0
H -4.111 3.047 0.925 0.0 0.0 0.0
H -4.324 3.724 -2.055 0.0 0.0 0.0
H -3.982 2.131 -1.406 0.0 0.0 0.0
H -2.628 5.395 -2.249 0.0 0.0 0.0
H -0.308 5.884 -2.630 0.0 0.0 0.0
H 1.250 4.686 -0.978 0.0 0.1 0.0
H 1.754 2.816 0.477 0.0 0.0 0.0
H 0.509 1.668 0.939 0.0 0.0 0.0
H 0.255 4.718 1.280 0.0 0.0 0.0
H 0.694 3.590 2.573 0.0 0.0 0.0
H -0.909 3.513 1.835 0.0 0.0 0.0
H -3.224 0.264 0.413 0.0 0.0 0.0
H -3.989 -1.803 -1.105 0.0 0.0 0.0
H -2.750 -3.416 -2.951 0.0 0.0 0.0
H -0.183 -2.654 -2.941 0.0 0.1 0.0
N 3.884 1.321 -1.436 -0.2 0.0 -0.1
C 4.168 0.154 -0.770 -0.1 0.0 0.0
N 5.390 -0.164 -0.385 0.0 -0.1 0.1
N 5.235 -1.368 0.215 0.1 0.1 0.0
N 4.012 -1.740 0.188 -0.3 0.1 -0.1
N 3.283 -0.784 -0.449 0.0 0.0 -0.2
C 2.640 1.829 -1.730 -0.1 -0.4 0.4
N 2.555 3.029 -2.203 0.0 0.3 0.0
N 1.160 3.213 -2.520 0.0 -0.1 -0.2
N 0.470 2.040 -1.892 -0.2 -0.2 0.2
N 1.493 1.100 -1.549 0.4 0.0 -0.6
H 4.661 1.921 -1.642 0.0 0.0 0.0
C 2.903 -4.966 4.000 -0.1 0.0 -0.1
C 3.487 -4.573 2.652 0.1 0.0 0.0
O 2.515 -4.619 1.621 0.0 -0.1 0.2
P 1.580 -3.253 1.442 -0.3 0.3 -0.1
S 0.868 -0.792 1.323 -0.1 -0.4 -0.1
S 1.332 -3.258 -0.604 0.0 0.5 -0.1
O 0.200 -3.898 2.086 0.1 -0.2 0.0
C -1.091 -3.661 1.532 0.0 0.1 0.0
C -1.686 -4.962 1.036 0.0 0.0 0.0
H 3.679 -4.973 4.770 0.0 0.0 0.0
H 2.451 -5.958 3.941 0.0 0.0 0.0
H 2.123 -4.261 4.291 0.0 0.0 0.0
H 4.281 -5.266 2.364 0.0 0.0 0.0
H 3.930 -3.573 2.706 0.0 0.0 0.0
H -1.032 -2.940 0.715 0.0 0.0 0.0
H -1.710 -3.215 2.317 0.0 0.0 0.0
H -1.052 -5.374 0.251 0.0 0.0 0.0
H -2.680 -4.782 0.618 0.0 0.0 0.0
H -1.762 -5.691 1.847 0.0 0.0 0.0
```
Positions in Å, forces in eV/Å.

Results
E_LUMO (alpha / beta)   4.68 / 4.67 eV
F_max   0.0136 Eh/bohr
Charge   -2
2S+1   2
Gap between HOMO and LUMO (alpha / beta)   5.736 / 5.987 eV

Results of the Mulliken charge analysis, in e, for atoms 1 through 2: atom 1 (Ir): 0.8757, atom 2 (C): -1.2204